10
Properties=species:S:1:pos:R:3 method="wB97M-V/def2-TZVPD" e_tot_ev=-10118.1208 total_charge=+1 gap_ev=8.46 smiles="O=C[C@H]1N=N[NH+]=N1"
O 2.1541 0.9730 0.3455
C 1.1283 0.9083 0.9238
C -0.0706 -0.0219 0.2609
N -1.0545 0.8871 -0.7108
N -1.0842 0.2851 -1.7440
N -0.3144 -0.8393 -1.6640
N 0.1984 -1.0363 -0.5189
H 0.7406 1.5056 1.8139
H -0.7003 -0.3294 1.1994
H -0.2312 -1.5675 -2.4016

11
Properties=species:S:1:pos:R:3 method="wB97M-V/def2-TZVPD" e_tot_ev=-10246.9622 gap_ev=9.50 smiles=COc1conn1
C -1.8910 -0.3223 0.0274
O -0.7365 0.6569 -0.0951
C 0.4979 0.1134 0.0166
C 1.4643 1.0402 0.0509
O 2.6368 0.3304 -0.0975
N 2.1736 -1.1047 0.0088
N 0.8997 -1.1784 -0.0173
H -2.7193 0.3138 -0.3806
H -2.1009 -0.9100 0.9326
H -1.7254 -1.1536 -0.7153
H 1.5009 2.2143 0.2695

57
Properties=species:S:1:pos:R:3 method="wB97M-V/def2-TZVPD" e_tot_ev=-111372.9900 gap_ev=6.74
Zn -0.2277 -0.2547 0.3258
C -2.5764 -0.5609 -1.7269
N -1.2475 -1.0780 -1.4173
C -0.4212 -1.0320 -2.6242
C -1.3409 -2.4482 -0.9114
C 0.0272 -2.9745 -0.4558
N 0.7631 -1.9186 0.2030
C 2.0565 -2.0463 0.4881
C 2.7289 -0.9468 1.0789
F 1.9630 0.1681 1.3369
C 4.0593 -0.9638 1.4293
F 4.6123 0.1185 2.0002
C 4.8400 -2.0900 1.2203
C 4.2133 -3.1925 0.6646
F 4.9283 -4.3147 0.4767
C 2.8784 -3.1885 0.3092
F 2.3580 -4.3425 -0.1876
H -3.0833 -1.1933 -2.4674
H -2.4863 0.4440 -2.1382
H -3.1782 -0.5126 -0.8209
H -0.8288 -1.6817 -3.4082
H 0.5929 -1.3429 -2.3879
H -0.3768 -0.0095 -2.9947
H -1.7521 -3.1230 -1.6760
H -2.0205 -2.4302 -0.0546
H 0.5850 -3.3635 -1.3153
H -0.1477 -3.8130 0.2340
H 5.8807 -2.1085 1.4875
O -1.2156 1.4723 0.5597
C -0.5679 1.9537 -0.3949
O 0.3599 1.3369 -0.9416
C -0.9833 3.3077 -0.8912
C -1.8612 4.0588 -0.1197
C -2.2512 5.3163 -0.5540
C -1.8012 5.8354 -1.7591
C -0.9422 5.0601 -2.5230
C -0.5162 3.8071 -2.0994
N -0.4956 5.5655 -3.8108
O 0.0210 4.7729 -4.5638
O -0.6737 6.7381 -4.0385
N -3.1577 6.1014 0.2662
O -3.5179 7.1681 -0.1732
O -3.4859 5.6357 1.3310
H -2.2350 3.6578 0.8107
H -2.1171 6.8130 -2.0973
H 0.1704 3.2354 -2.7063
C 1.6043 -3.1459 3.6607
N 0.6511 -2.1410 3.2471
C -0.6440 -2.3594 3.0172
N -1.1897 -3.5478 3.3239
S -1.6285 -1.1638 2.3608
H 2.5822 -2.6812 3.7534
H 1.6692 -3.9510 2.9231
H 1.3240 -3.5712 4.6278
H 0.9972 -1.2328 2.9767
H -0.7030 -4.2316 3.8802
H -2.1918 -3.6108 3.2660

60
Properties=species:S:1:pos:R:3 method="wB97M-V/def2-TZVPD" e_tot_ev=-33518.0057 total_charge=+1 gap_ev=8.30
C 2.0107 -1.0640 1.7580
C 2.9540 -1.4749 0.6577
C 2.9356 -2.8445 0.3351
C 3.4467 -3.2957 -0.8830
C 4.0311 -2.3862 -1.7791
C 4.0840 -1.0292 -1.4529
C 3.5565 -0.5704 -0.2335
C 2.2434 0.1216 2.6640
C 1.7767 -0.0123 3.9815
C 1.6650 1.0868 4.8249
C 2.0121 2.3625 4.3622
C 2.4497 2.5145 3.0408
C 2.5823 1.3989 2.1924
H 1.8212 -1.9420 2.4061
H 2.4326 -3.5364 1.0158
H 3.4006 -4.3572 -1.1370
H 4.4462 -2.7208 -2.7277
H 4.5373 -0.2914 -2.1230
H 3.5552 0.5038 -0.0547
H 1.4505 -1.0005 4.3209
H 1.3054 0.9440 5.8455
H 1.8979 3.2292 5.0066
H 2.6822 3.5044 2.6458
H 2.9167 1.5581 1.1636
C -2.6410 -1.8155 0.5882
N -2.4052 -0.3907 0.4469
C -1.4960 0.2026 -0.3602
H 1.0862 -0.8629 1.2156
C -1.0871 -0.3038 -1.6943
C -1.9832 0.0827 -2.7224
C -1.7852 -0.3029 -4.0296
C -0.6687 -1.0676 -4.3498
C -0.4981 -1.4446 -5.7841
C 0.2370 -1.4573 -3.3466
C 0.0338 -1.1100 -2.0087
N -1.3796 1.4843 0.0671
C -0.3673 2.4457 -0.3107
C -2.3546 1.7658 1.0324
C -3.0090 0.5630 1.2781
C -4.3188 0.5246 1.7254
C -4.9208 1.7536 2.0509
C -4.2591 2.9664 1.8116
C -2.9764 2.9900 1.2341
H -3.6062 -1.9549 1.0728
H -2.6382 -2.3189 -0.3859
H -1.8724 -2.2610 1.2482
H -2.8520 0.6838 -2.4733
H -2.5090 0.0009 -4.7931
H 0.4277 -1.9937 -5.9407
H -1.3286 -2.0685 -6.1326
H -0.4931 -0.5639 -6.4360
H 1.1061 -2.0484 -3.6524
H 0.7132 -1.4432 -1.2088
H -0.7875 3.4369 -0.1465
H 0.5261 2.3464 0.3316
H -0.0883 2.3293 -1.3611
H -4.8282 -0.4378 1.7574
H -5.9311 1.7661 2.4820
H -4.7611 3.9072 2.0591
H -2.4781 3.8982 0.9054

Results for ΔE to the lowest compared entry with this formula, charge and spin: 4.626 5.303 0.436 0.000 (in eV, following the order of the records).
Results for highest occupied orbital energy: -16.113 -9.130 -7.666 -11.244 (in eV, following the order of the records).
Results for F_max: 5.186 4.046 1.405 1.450 (in eV/Å, following the order of the records).